[1]
68
Properties=species:S:1:pos:R:3:lowdin_charge:R:1 method="wB97M-V/def2-TZVPD" spin_multiplicity=1 homo_energy_ev=-7.68 e_above_lowest_ev=1.111 largest_force_ev_per_a=1.23 e_tot_ha=-1701.285028 total_charge=0
C 4.3989 2.3300 2.3973 -0.0601
C 4.2547 0.8628 2.7661 -0.2714
O 4.5789 0.0835 1.6306 -0.1682
C 4.5168 -1.3037 1.8602 -0.2308
C 4.8383 -2.0536 0.5639 -0.1305
C 4.1642 -1.4031 -0.6526 -0.1614
N 2.8010 -1.0238 -0.3724 0.0896
C 1.7275 -1.6925 -0.8301 -0.4457
O 1.7938 -2.6033 -1.6291 0.0769
C 0.3714 -1.2405 -0.2575 -0.1419
C -0.5792 -0.7749 -1.3354 -0.1796
C -1.9428 -0.8796 -1.1049 -0.0162
C -2.8638 -0.3968 -2.0150 -0.0041
C -2.4245 0.1974 -3.1929 -0.2740
O -3.2396 0.7324 -4.1429 -0.0810
C -4.6311 0.6735 -3.9410 -0.0879
C -1.0548 0.2688 -3.4468 0.0071
C -0.1451 -0.2080 -2.5268 -0.0250
N 0.4919 -0.2404 0.7950 0.0095
C 0.6209 1.1547 0.3940 -0.0791
C -0.7005 1.7825 0.0259 -0.1967
C -1.8231 1.5752 0.8119 -0.0350
C -3.0659 2.1017 0.4710 0.0140
C -3.1325 2.8533 -0.6759 -0.2096
C -1.9983 3.1018 -1.4481 -0.1991
C -0.7750 2.5760 -1.1211 0.0510
O -2.3343 3.8886 -2.5155 0.0415
C -3.7193 4.1258 -2.3999 -0.1599
O -4.2184 3.4582 -1.2596 0.0256
C 0.6036 -0.5263 2.1115 -0.3967
O 0.8876 0.3319 2.9390 0.0466
C 0.4034 -1.9339 2.5929 -0.1782
C 1.1525 -2.3550 3.6892 -0.0035
C 0.9401 -3.6273 4.1922 -0.0488
C -0.0284 -4.4241 3.6032 -0.0505
C -0.7440 -3.9019 2.5356 -0.1189
N -0.5343 -2.6969 2.0407 0.1049
H 3.7314 2.5745 1.5753 0.0682
H 5.4197 2.5381 2.0883 0.0756
H 4.1481 2.9498 3.2528 0.0772
H 3.2239 0.6520 3.0884 0.0997
H 4.9318 0.6078 3.5960 0.1223
H 5.2295 -1.5928 2.6487 0.1275
H 3.5088 -1.5793 2.2129 0.1044
H 4.5010 -3.0847 0.6752 0.1172
H 5.9148 -2.0562 0.3954 0.1120
H 4.7184 -0.5029 -0.9292 0.1224
H 4.1475 -2.0991 -1.4931 0.1212
H 2.7044 -0.3209 0.3434 0.1136
H -0.0692 -2.1377 0.1911 0.1285
H -2.2908 -1.3358 -0.1901 0.1233
H -3.9151 -0.4859 -1.7924 0.1092
H -5.0759 1.1612 -4.8075 0.0949
H -4.9323 1.2034 -3.0310 0.0869
H -4.9855 -0.3611 -3.8900 0.0972
H -0.7288 0.7160 -4.3723 0.1225
H 0.9110 -0.1434 -2.7424 0.1241
H 1.0491 1.6857 1.2525 0.1310
H 1.3027 1.2288 -0.4563 0.1281
H -1.7356 0.9782 1.7061 0.1172
H -3.9397 1.9243 1.0748 0.1191
H 0.0875 2.7625 -1.7385 0.1326
H -3.9014 5.2088 -2.3010 0.1401
H -4.2321 3.7540 -3.3008 0.1322
H 1.8721 -1.6839 4.1318 0.1136
H 1.5144 -3.9864 5.0336 0.1095
H -0.2300 -5.4201 3.9646 0.1036
H -1.5232 -4.4720 2.0470 0.1118


[2]
60
Properties=species:S:1:pos:R:3:lowdin_charge:R:1 method="wB97M-V/def2-TZVPD" spin_multiplicity=1 homo_energy_ev=-8.01 largest_force_ev_per_a=0.59 e_tot_ha=-2946.077099 total_charge=0
C 1.4672 -2.8880 -1.3594 -0.0952
C 0.7482 -1.7076 -2.0077 -0.2208
C -0.6892 -2.0453 -2.3540 -0.2025
O -1.2158 -1.0938 -3.2770 -0.1149
C -2.5372 -0.7153 -3.1300 -0.1665
N -2.6552 0.7287 -2.7025 -0.0071
C -3.6744 0.8928 -1.7190 -0.2519
C -4.9896 0.9833 -2.1492 -0.0152
C -6.0300 1.0423 -1.2375 -0.0797
C -5.7578 1.0376 0.1257 -0.0883
C -4.4507 0.9786 0.5689 -0.1055
C -3.4113 0.8949 -0.3486 -0.4476
S -1.7634 0.7486 0.2459 1.0601
C -0.8929 1.4352 -1.1190 -0.4380
C 0.3552 2.0059 -0.8871 -0.0718
C 1.1200 2.4778 -1.9457 -0.2703
C 2.4642 3.0544 -1.7083 -0.6653
Cl 3.7414 2.1933 -2.5098 0.6825
C 2.7122 4.1225 -0.9512 -0.7421
C 1.6664 4.9850 -0.3078 -0.0996
Cl 4.3217 4.6953 -0.7034 0.6703
C 0.6050 2.3986 -3.2440 -0.0239
C -0.6485 1.8605 -3.4637 0.0146
C -1.4064 1.3516 -2.4101 -0.2307
H 2.5349 -2.6915 -1.2683 0.0768
H 1.0773 -3.0965 -0.3623 0.0573
H 1.3442 -3.7885 -1.9645 0.0742
H 0.7572 -0.8472 -1.3312 0.0897
H 1.2618 -1.4009 -2.9216 0.1198
H -0.7287 -3.0317 -2.8272 0.1262
H -1.3056 -2.0526 -1.4490 0.1196
H -3.0533 -1.3280 -2.3836 0.1329
H -3.0502 -0.8229 -4.0879 0.1305
H -5.1977 0.9997 -3.2124 0.1193
H -7.0549 1.0989 -1.5823 0.1031
H -6.5633 1.0912 0.8483 0.1046
H -4.2233 0.9916 1.6279 0.1045
H 0.7351 2.0556 0.1277 0.1180
H 2.0243 5.3374 0.6596 0.0722
H 0.7316 4.4486 -0.1638 0.0697
H 1.4922 5.8684 -0.9250 0.0891
H 1.1974 2.7631 -4.0750 0.1153
H -1.0568 1.7970 -4.4640 0.1256
C 1.9240 -3.8335 5.8785 -0.0842
O 1.6808 -2.6010 5.1798 -0.2202
P 2.0789 -2.5349 3.6500 0.3303
O 1.8758 -3.7471 2.8608 -0.2163
O 3.5914 -2.0461 3.6139 -0.2120
C 4.1801 -1.3004 4.6817 -0.0877
O 1.2244 -1.2723 3.2278 -0.2025
C 1.1386 -0.9971 1.8231 -0.0939
H 2.0386 -3.5815 6.9294 0.0889
H 1.0761 -4.5013 5.7444 0.0914
H 2.8266 -4.3268 5.5179 0.0895
H 4.4576 -1.9669 5.4983 0.0860
H 3.5039 -0.5300 5.0508 0.0907
H 5.0757 -0.8338 4.2805 0.0893
H 0.6802 -1.8358 1.3023 0.0691
H 2.1285 -0.8037 1.4051 0.0990
H 0.5173 -0.1165 1.7051 0.0438


[3]
13
Properties=species:S:1:pos:R:3:lowdin_charge:R:1 method="wB97M-V/def2-TZVPD" spin_multiplicity=1 homo_energy_ev=-8.86 e_above_lowest_ev=4.828 largest_force_ev_per_a=5.36 e_tot_ha=-265.605718 total_charge=0
C -0.1941 0.4096 1.7002 -0.1858
O -0.3133 -0.6442 0.8081 -0.1908
N -0.3159 0.1744 -0.5300 -0.2389
C 1.0049 -0.1262 -1.0411 -0.0878
N -1.3739 -0.0237 -1.3674 0.0690
H 0.0539 -0.0444 2.7661 0.1184
H -1.0469 0.9509 1.8333 0.0281
H 0.7027 1.0921 1.4259 0.1051
H 1.6688 -0.5754 -0.3810 0.0534
H 1.0498 -1.0080 -1.8250 0.1114
H 1.3653 0.7464 -1.5839 0.0811
H -1.4378 -0.8995 -1.7866 0.0560
H -2.2909 0.1086 -1.0266 0.0807